A structure of composition C23H49InN3P4Se in a non-equilibrium geometry, computed with ωB97M-V/def2-TZVPD.

## Properties
Charge: +3
E_HOMO (spin up / spin down) in eV: -15.94 / -15.93
Kohn-Sham gap (spin up / spin down) in eV: 3.73 / 3.70
Electronic energy in eV: -136763.026
M in g mol⁻¹: 685.34

Element x y z (Å)
1 In 0.030065 0.121514 0.142333
2 P -0.587147 -0.669507 2.950559
3 P 2.112521 -1.620839 0.578980
4 P -2.659980 0.347273 0.037799
5 H 0.215233 -3.792245 -7.204693
6 C -0.383015 -2.948577 -7.558997
7 C 0.144414 -1.749245 -7.829221
8 H 1.220135 -1.590942 -7.875900
9 C -1.190804 -2.349931 3.401554
10 C 0.802186 -0.543326 4.144999
11 C -1.832080 0.304622 3.878767
12 C 2.770149 -1.989568 -1.097708
13 C 3.583723 -0.998005 1.443936
14 C 1.960989 -3.299150 1.280862
15 C -3.062509 0.405406 -1.753111
16 C -3.319379 1.897891 0.699043
17 C -3.860877 -0.881837 0.656973
18 H -1.455779 -3.126645 -7.723976
19 H -0.524614 -0.933803 -8.101495
20 H -1.265605 -2.397605 4.498971
21 H -0.502421 -3.123124 3.038832
22 H -2.175326 -2.530498 2.951857
23 H 0.407183 -0.843945 5.128766
24 H 1.164744 0.494422 4.201406
25 H 1.633230 -1.206783 3.858931
26 H -1.871775 -0.115866 4.895929
27 H -2.823438 0.235207 3.406716
28 H -1.535426 1.361702 3.933518
29 H 3.818716 -2.305519 -0.999562
30 H 2.708094 -1.090305 -1.723243
31 H 2.173602 -2.779453 -1.578059
32 H 4.283282 -1.828243 1.586240
33 H 3.306728 -0.597370 2.425576
34 H 4.057451 -0.210314 0.845758
35 H 2.956547 -3.767618 1.230953
36 H 1.234186 -3.889391 0.701282
37 H 1.629487 -3.258113 2.326462
38 H -4.078716 0.811045 -1.861237
39 H -2.996935 -0.603835 -2.192244
40 H -2.340079 1.052640 -2.268026
41 H -4.399431 1.917650 0.496333
42 H -2.834754 2.749172 0.210041
43 H -3.142070 1.957722 1.781761
44 H -4.867409 -0.508127 0.427595
45 H -3.767158 -1.024291 1.738476
46 H -3.700111 -1.849718 0.165395
47 C -1.142317 -3.034240 -2.228239
48 C -0.425635 -2.234866 -3.133689
49 C -0.543507 -2.486059 -4.500025
50 C -1.271345 -3.607877 -4.916104
51 C -1.958146 -4.427720 -4.024687
52 C -1.909271 -4.141726 -2.664584
53 Se -1.078277 -2.706383 -0.401300
54 H 0.171752 0.005027 -1.641530
55 H 0.185963 -1.420031 -2.758899
56 H -0.071290 -1.809723 -5.220173
57 H -1.336995 -3.884365 -5.963395
58 H -2.527206 -5.266759 -4.444327
59 H -2.422425 -4.736161 -1.915792
60 C 0.821152 5.450910 1.320648
61 N 0.507192 4.587114 2.484490
62 C 1.768089 4.257269 3.198565
63 N 2.787707 3.630502 2.323890
64 C 3.041525 4.513982 1.153437
65 N 1.804391 4.824792 0.402873
66 C 1.264567 3.668206 -0.285395
67 P 0.815413 2.375489 0.990903
68 C -0.250761 3.411858 2.114790
69 C 2.428253 2.287009 1.924336
70 H 1.271624 6.380714 1.706768
71 H -0.107005 5.661556 0.764653
72 H 1.534792 3.550315 4.008964
73 H 2.192448 5.211634 3.563047
74 H 3.756210 4.030246 0.474272
75 H 3.439435 5.471966 1.536690
76 H 0.352125 3.929396 -0.844554
77 H 2.013439 3.231599 -0.968024
78 H -0.544796 2.841365 3.009109
79 H -1.164507 3.701208 1.571534
80 H 3.203361 1.881354 1.264080
81 H 2.358220 1.619875 2.798540

Atoms 1-3, force components in eV/Å:
0.177 -0.264 0.036
-0.117 -0.239 0.720
0.535 -0.213 -0.587